Density functional theory data (ωB97M-V/def2-TZVPD) for a cluster of 11 separate species, H22NO13S in total.

Geometry as ORCA input:
```
! wB97M-V def2-TZVPD RIJCOSX def2/J DEFGRID3
* xyz -1 1
N 3.060 -38.632 3.672
H 2.981 -39.450 4.163
H 2.281 -37.820 3.861
H 2.928 -38.577 2.562
H 4.098 -38.327 3.957
S 2.035 -36.073 6.951
O 2.397 -34.880 7.662
O 2.883 -36.217 5.784
O 2.086 -37.284 7.765
O 0.835 -35.932 6.330
O 3.632 -35.470 3.540
H 2.968 -34.817 3.440
H 3.443 -35.774 4.474
O 5.519 -36.636 6.150
H 5.714 -35.987 6.777
H 4.657 -36.528 5.963
O 0.860 -40.456 2.008
H 1.375 -41.177 2.091
H 0.150 -40.792 2.624
O 0.079 -37.999 5.021
H 0.339 -37.381 5.567
H -0.778 -38.127 5.273
O 0.968 -40.310 6.041
H 0.655 -39.450 5.859
H 0.487 -40.834 5.342
O 3.336 -41.681 2.819
H 3.995 -41.876 3.413
H 3.696 -41.996 1.930
O 6.427 -40.039 4.478
H 6.643 -40.958 4.759
H 7.079 -39.689 5.216
O 4.409 -36.903 1.377
H 3.944 -36.485 1.941
H 3.947 -36.846 0.578
O -0.049 -36.695 2.667
H 0.099 -37.524 3.225
H -0.329 -35.788 3.214
*
```

- energy relative to the best compared isomer or geometry (same formula, charge and spin) (kJ/mol) = 294.5
- HOMO level (eV) = -3.783
- gap between HOMO and LUMO (Eh) = 0.197